{
  "formula": "C25H42AgNO17S",
  "method": "ωB97M-V with the def2-TZVPD basis set",
  "e_lumo_ev": [2.07, 2.07],
  "multiplicity": 2,
  "e_homo_ev": [-3.51, -2.29],
  "de_lowest_kj_mol": 475.8,
  "total_charge": -1,
  "gap_ev": [5.578, 4.355],
  "symbols": ["Ag", "C", "C", "C", "C", "C", "C", "N", "O", "C", "C", "C", "H", "H", "H", "H", "H", "H", "H", "H", "H", "H", "H", "H", "H", "H", "H", "H", "H", "H", "S", "O", "O", "O", "O", "C", "C", "C", "O", "C", "O", "O", "H", "H", "H", "H", "H", "H", "C", "C", "C", "O", "C", "O", "O", "H", "H", "H", "H", "H", "H", "C", "C", "C", "O", "C", "O", "O", "H", "H", "H", "H", "H", "H", "C", "C", "C", "O", "C", "O", "O", "H", "H", "H", "H", "H", "H"],
  "xyz": [[-2.300, -8.465, -4.393], [-7.542, -7.553, -3.901], [-6.551, -6.581, -4.548], [-7.243, -5.225, -4.821], [-7.325, -4.524, -3.536], [-5.895, -4.344, -3.028], [-5.039, -5.506, -2.712], [-5.103, -6.465, -3.912], [-4.443, -7.733, -3.629], [-5.548, -6.189, -1.463], [-3.603, -4.962, -2.498], [-6.320, -7.045, -6.017], [-7.014, -8.477, -3.663], [-8.318, -7.692, -4.653], [-7.854, -7.266, -2.897], [-8.293, -5.310, -5.098], [-6.695, -4.622, -5.545], [-8.053, -5.054, -2.922], [-7.871, -3.584, -3.623], [-6.043, -3.603, -2.243], [-5.302, -4.007, -3.878], [-5.812, -5.649, -0.554], [-4.835, -6.936, -1.114], [-6.423, -6.827, -1.586], [-3.192, -4.185, -3.143], [-2.834, -5.732, -2.444], [-3.406, -4.665, -1.468], [-5.943, -8.068, -6.040], [-5.484, -6.533, -6.493], [-7.138, -7.150, -6.729], [-1.976, -11.226, -4.116], [-3.057, -10.399, -3.562], [-1.447, -12.030, -3.043], [-2.435, -12.103, -5.163], [-1.101, -10.147, -4.546], [-4.404, -9.334, -10.857], [-3.227, -9.840, -9.940], [-1.949, -8.896, -10.020], [-1.606, -8.755, -8.623], [-2.663, -9.154, -7.861], [-2.700, -8.934, -6.657], [-3.644, -9.666, -8.639], [-5.102, -8.562, -10.531], [-5.107, -10.148, -11.033], [-4.198, -9.160, -11.913], [-2.998, -10.852, -10.273], [-2.175, -7.982, -10.569], [-1.025, -9.203, -10.510], [4.186, -5.486, -5.086], [3.389, -6.736, -5.282], [3.293, -7.487, -3.969], [1.865, -7.759, -3.791], [1.209, -7.377, -4.884], [-0.001, -7.560, -5.065], [2.070, -6.558, -5.674], [3.839, -4.961, -4.196], [4.135, -4.932, -6.023], [5.231, -5.751, -4.920], [3.889, -7.468, -5.917], [3.683, -6.838, -3.185], [3.906, -8.388, -3.993], [0.645, -6.961, 1.046], [0.759, -8.394, 0.391], [-0.356, -9.334, 0.810], [-1.361, -9.262, -0.168], [-0.881, -8.574, -1.202], [-1.570, -8.297, -2.211], [0.395, -8.269, -0.969], [1.085, -6.820, 2.033], [-0.396, -6.644, 1.103], [1.209, -6.406, 0.296], [1.684, -8.949, 0.548], [-0.797, -9.021, 1.756], [-0.043, -10.339, 1.095], [0.607, -4.879, -8.176], [-0.916, -4.471, -7.929], [-1.970, -5.113, -8.827], [-2.738, -5.816, -7.884], [-2.131, -5.800, -6.670], [-2.530, -6.390, -5.673], [-1.125, -5.009, -6.638], [1.264, -4.162, -8.669], [0.723, -5.826, -8.702], [0.930, -5.148, -7.170], [-1.097, -3.397, -7.938], [-1.578, -5.766, -9.606], [-2.697, -4.436, -9.276]],
  "forces_ev_per_angstrom": [[-2.555, 0.903, 0.695], [1.271, -0.159, 0.452], [0.974, -0.363, -2.067], [-0.029, -0.143, 0.845], [-0.049, 0.518, 0.713], [-1.343, 1.496, -0.782], [-0.015, -1.598, 0.279], [-0.226, -0.212, 0.447], [-1.394, 2.431, -0.625], [0.132, -1.980, 1.325], [0.920, -1.103, 0.960], [1.539, -1.912, 0.093], [0.064, -0.293, -0.595], [-0.380, -0.244, 0.522], [-0.685, 0.496, -0.344], [0.115, -0.780, -0.919], [0.038, -0.147, -0.169], [0.544, -0.496, 0.694], [0.485, 0.649, -0.181], [1.203, 0.051, 0.320], [-0.460, 1.325, -0.215], [0.303, 1.032, -0.238], [0.391, -0.034, -0.133], [-0.129, 0.220, -0.675], [-0.603, -0.002, -0.336], [-0.264, -0.764, -0.974], [-0.888, 0.829, 0.353], [0.220, -0.339, 0.450], [-0.172, 0.581, 0.137], [-0.659, 0.783, 0.423], [-1.365, -2.464, 1.292], [-2.858, 1.118, 0.821], [1.483, -0.491, 1.201], [-0.165, -0.138, -1.689], [4.182, 0.462, -1.905], [-0.568, -1.320, -0.632], [-0.005, 2.372, -3.021], [-0.105, -0.812, 0.466], [-0.501, 0.224, -0.948], [0.303, 1.557, 3.513], [-0.510, -1.293, -4.617], [0.102, -0.666, 1.649], [0.825, 0.427, 0.633], [-0.041, -0.556, 0.571], [0.968, 0.478, 0.065], [0.041, -0.235, 0.728], [-0.434, 0.586, 0.749], [-0.285, -0.933, -0.035], [0.022, 0.038, -0.766], [0.890, -1.566, 0.918], [-0.610, 0.033, 0.714], [1.730, -0.354, -0.173], [-3.652, 0.780, -0.302], [5.090, 1.121, -0.193], [-2.046, -0.710, -0.068], [-0.150, 0.386, -0.342], [0.043, 0.566, 0.308], [0.048, -0.079, 0.007], [0.018, 0.484, -0.897], [-0.509, -0.229, 0.485], [-0.518, -0.271, 0.200], [0.792, -1.259, -1.122], [-1.881, -0.016, 1.259], [-0.580, -0.344, 2.587], [-0.093, -0.228, 0.177], [-3.282, 0.305, -3.763], [3.467, -0.376, 4.792], [1.600, 1.132, -1.529], [0.176, -0.397, -0.076], [0.028, -0.041, -0.316], [-0.196, 0.788, 0.345], [0.382, 0.710, -0.483], [-0.203, 0.435, 0.071], [0.082, -0.391, -1.065], [-1.035, 0.000, 0.131], [2.733, 0.253, -1.310], [-0.465, 0.098, 0.179], [-0.378, -1.290, 0.521], [-3.434, -3.060, 3.531], [0.533, 1.527, -2.779], [1.159, 1.851, -0.374], [-0.252, 0.243, 0.184], [-0.470, -0.039, -0.309], [0.509, 0.520, -0.163], [0.406, 0.078, 0.388], [0.156, -0.188, 0.158], [0.476, 0.428, -0.222]],
  "lowdin_spin": [0.305, 0.002, 0.008, 0.000, 0.000, 0.000, 0.005, 0.060, 0.286, 0.002, 0.000, 0.000, 0.001, 0.000, 0.000, 0.000, 0.000, 0.000, 0.000, 0.000, 0.000, 0.000, 0.001, 0.000, 0.000, -0.001, 0.000, 0.000, 0.000, 0.000, -0.005, 0.193, 0.031, 0.010, 0.101, 0.000, 0.000, 0.000, 0.000, 0.000, 0.000, 0.000, 0.000, 0.000, 0.000, 0.000, 0.000, 0.000, 0.000, 0.000, 0.000, 0.000, 0.000, 0.003, 0.000, 0.000, 0.000, 0.000, 0.000, 0.000, 0.000, 0.000, 0.000, 0.000, 0.000, -0.001, -0.002, 0.000, 0.000, 0.000, 0.000, 0.000, 0.000, 0.000, 0.000, 0.000, 0.000, 0.001, 0.002, 0.000, 0.001, 0.000, 0.000, 0.000, 0.000, 0.000, 0.000]
}